H24O12 | wB97M-V/def2-TZVPD

Structure (ORCA input):
```
! RIJCOSX wB97M-V def2-TZVPD def2/J DEFGRID3
* xyz 0 1
O -1.1620 -2.0739 -1.4552
H -0.6991 -1.6579 -0.7527
H -0.4827 -2.5103 -2.0216
O -0.1069 3.4135 -1.1670
H -0.1226 3.3300 -2.0907
H -0.6049 2.6187 -0.9303
O -2.1445 -1.0010 3.4636
H -1.7055 -1.6337 2.8762
H -1.7080 -1.1951 4.3244
O -0.6205 1.7431 3.0457
H -1.5469 1.9083 3.0975
H -0.3645 0.8673 3.1439
O 1.3731 0.8807 -1.9766
H 2.0415 0.9050 -2.6850
H 0.6362 0.9921 -2.6052
O 3.1029 0.8100 0.1029
H 2.4044 0.6002 -0.5370
H 2.6472 1.3332 0.7503
O 0.9897 -0.7912 3.5123
H 1.3086 -1.2593 4.2818
H 1.7677 -0.6512 2.8996
O 0.3241 -0.3680 0.4856
H -0.5902 -0.2495 0.7784
H 0.3283 0.0731 -0.4038
O -1.8354 1.5230 -0.1964
H -2.2533 2.0287 0.4869
H -2.5512 1.3075 -0.8134
O 1.1199 -2.8363 1.5067
H 1.2846 -1.8708 1.4125
H 0.1746 -2.8262 1.6386
O 1.2120 -1.3896 -3.7935
H 1.2494 -0.5853 -4.3313
H 1.2859 -1.0376 -2.9141
O -1.4145 0.2266 -2.9427
H -1.8938 -0.0188 -3.7354
H -1.4435 -0.6057 -2.4552
*
```

Values from the calculation:
- Kohn-Sham gap (eV) = 10.69
- relative energy (zero: lowest compared OMol25 entry of this formula, charge and spin) (kJ/mol) = 209.42
- structure (SMILES) = O.O.O.O.O.O.O.O.O.O.O.O
- E_LUMO (eV) = -0.16